The following is a DFT calculation (ωB97M-V with the def2-TZVPD basis set) of 2 unconnected molecules or ions with the total composition C6H11FN2 in a non-equilibrium geometry.

CARTESIAN COORDINATES (ANGSTROEM)
C (1.73818, 0.04149, -0.60423)
C (0.02501, 0.65310, 0.60650)
C (2.80923, -0.62452, 0.13796)
C (-1.39550, -1.18207, -0.11354)
C (-2.08526, 0.57488, 1.69182)
C (-1.13964, 0.06989, 0.72332)
N (0.42380, 0.64280, -2.37713)
N (1.54132, 0.32245, -1.78419)
F (0.23420, 1.92895, 1.12372)
H (3.72008, -0.22019, -0.27438)
H (2.50608, -1.72398, 0.08081)
H (2.71646, -0.49052, 1.20124)
H (-0.51360, -1.72010, -0.31074)
H (-2.17508, -1.88579, 0.26028)
H (-1.57804, -0.81674, -1.11715)
H (-1.76757, 1.64753, 1.82100)
H (-3.09657, 0.51834, 1.28599)
H (-2.19053, 0.05242, 2.58340)
H (-0.32082, 0.84504, -1.78413)
H (0.54824, 1.36701, -3.15056)

Properties
Molar mass ... 130.166 g/mol
Frontier orbital gap ... 9.60 eV
Relative energy (zero: lowest compared OMol25 entry of this formula, charge and spin) ... 405.22 kJ/mol

---

The following is a DFT calculation (ωB97M-V with the def2-TZVPD basis set) of C6H11FN2 in the gas phase in a non-equilibrium geometry.

CARTESIAN COORDINATES (ANGSTROEM)
C (2.00944, 0.21871, 0.75014)
C (1.15817, 1.51113, 0.82040)
C (-1.50077, -0.14279, -0.43220)
C (1.58661, 2.19079, -0.53384)
C (-1.87302, -2.46694, -0.01623)
C (-2.37857, -1.24432, -0.84660)
N (-0.26146, 1.36964, 0.94709)
N (-0.96587, 0.50788, 0.39189)
F (1.60686, -0.49316, -0.31203)
H (2.99029, 0.50974, 0.69702)
H (1.65973, 2.05216, 1.72214)
H (1.84059, -0.45768, 1.54609)
H (1.62594, 1.64802, -1.44797)
H (2.61355, 2.54922, -0.51076)
H (0.77612, 2.94442, -0.68261)
H (-1.62346, -3.35147, -0.66901)
H (-2.68138, -2.90371, 0.68852)
H (-0.98463, -2.23510, 0.58664)
H (-3.34989, -1.02811, -0.72216)
H (-2.24825, -1.17843, -1.97652)

Properties
Molar mass ... 130.166 g/mol
Frontier orbital gap ... 8.59 eV
Relative energy (zero: lowest compared OMol25 entry of this formula, charge and spin) ... 384.45 kJ/mol

---

What are the HOMO energy values for these records? In order: -8.577 -7.669 eV.
What are the calculated total energy values for these records? In order: -444.41654 -444.42445 Ha.